Entry 1:
{
  "formula": "C22H13F3O3",
  "method": "wB97M-V/def2-TZVPD",
  "symbols": ["O", "O", "F", "F", "F", "O", "C", "C", "C", "C", "C", "C", "C", "C", "C", "C", "C", "C", "C", "C", "C", "C", "C", "C", "C", "C", "C", "C", "H", "H", "H", "H", "H", "H", "H", "H", "H", "H", "H", "H", "H"],
  "positions_angstrom": [[-1.750062, 2.501807, 1.971946], [-1.985538, -0.691753, -1.418003], [-0.208242, 6.058760, -4.195279], [-1.457582, 4.761415, -5.524944], [-2.285509, 6.396261, -4.342967], [-0.349516, 0.810697, 1.190086], [-1.420942, 1.690067, 1.088142], [-1.697244, -0.029319, -0.448559], [-0.570056, -0.281476, 0.461017], [0.167751, -1.508678, 0.404105], [-1.957538, 3.008578, -3.479541], [-1.556851, 4.812303, -1.844561], [-2.030170, 2.074884, -2.552231], [-1.744847, 3.771524, -0.834510], [1.756474, -5.855175, 2.799881], [3.435635, -1.278600, 2.082034], [0.546456, -5.480201, 2.161479], [2.319125, -0.959619, 1.375353], [-1.612880, 4.323752, -3.207261], [-1.995591, 2.379957, -1.183606], [2.792425, -4.960578, 3.058528], [3.702417, -2.585681, 2.599094], [0.538114, -4.196588, 1.628563], [1.371565, -1.961508, 1.211245], [2.655352, -3.600873, 2.557843], [1.520673, -3.224956, 1.776135], [-1.392972, 5.437275, -4.325273], [-2.272309, 1.333237, -0.108312], [-0.340066, -2.034911, -0.342224], [-1.969583, 2.649848, -4.509294], [-1.360061, 5.839200, -1.517446], [-2.269013, 1.150817, -2.766938], [-1.674638, 4.068625, 0.215347], [2.067044, -6.900254, 2.956207], [4.234721, -0.519462, 2.144491], [-0.248890, -6.174960, 2.175402], [2.230445, 0.067386, 0.939568], [3.652309, -5.322493, 3.562387], [4.704980, -2.847230, 3.068637], [-0.265346, -4.076526, 0.884697], [-3.280042, 1.354446, 0.288764]],
  "forces_ev_per_angstrom": [[1.998, -2.564, -2.864], [-0.279, -0.183, 0.432], [0.003, -0.529, -0.245], [0.404, 1.102, 0.478], [-0.932, 0.402, 0.047], [0.070, 1.971, 1.834], [-1.703, 1.589, 3.316], [-0.184, -0.194, -1.413], [2.385, -4.465, -1.073], [-1.367, 3.849, 1.739], [1.515, 2.038, -3.276], [-0.346, -3.823, -0.092], [-0.212, 1.993, 4.720], [0.015, 0.051, -1.351], [1.727, -0.070, 0.417], [3.331, -1.737, 1.385], [2.485, 1.754, 0.512], [-1.242, 0.216, -0.489], [-0.135, 3.530, 1.511], [0.312, 2.963, -0.315], [-2.313, 0.970, -1.591], [-0.505, 0.345, 0.388], [-2.597, -2.310, -1.120], [-1.314, 2.967, -1.612], [1.871, 1.053, -0.201], [0.433, -1.324, 0.855], [0.200, -3.046, 0.474], [1.393, 0.627, 0.571], [-0.273, -1.595, -0.946], [-0.210, 0.472, 0.094], [-0.048, -0.470, -0.471], [-0.943, -4.670, -1.466], [-0.171, -0.162, -0.382], [-0.930, 0.332, 0.390], [-0.390, -0.550, 0.140], [-0.817, -0.424, -0.720], [-0.200, -1.217, 0.425], [0.824, 0.069, 0.218], [-1.495, 0.571, -0.582], [0.066, 0.668, 0.719], [-0.427, -0.200, -0.457]],
  "orbital_gap_ev": 7.37,
  "smiles": "O=C1O/C(=C\\c2cccc3ccccc23)C(=O)[C@@H]1c1ccc(C(F)(F)F)cc1",
  "largest_force_ev_per_a": 5.2,
  "multiplicity": 1,
  "homo_energy_ev": -8.23,
  "energy_ha": -1371.40031
}



Entry 2:
{
  "formula": "C22H14AuO2PS4",
  "method": "wB97M-V/def2-TZVPD",
  "symbols": ["Au", "O", "C", "S", "C", "C", "S", "S", "S", "O", "C", "C", "C", "C", "C", "C", "C", "P", "C", "C", "C", "C", "C", "C", "C", "C", "C", "C", "C", "C", "H", "H", "H", "H", "H", "H", "H", "H", "H", "H", "H", "H", "H", "H"],
  "positions_angstrom": [[0.664901, 0.081485, 0.027876], [2.008491, -3.889926, 5.544053], [1.809402, -3.104297, 4.642767], [3.045368, -2.532322, 3.535149], [2.038068, -1.483917, 2.516340], [0.731708, -1.416389, 2.864879], [-0.541067, -0.541191, 2.098182], [0.253002, -2.372035, 4.278205], [2.831525, -0.714701, 1.207298], [0.300767, 2.215496, -2.023490], [0.615680, 1.047434, -1.788554], [0.958729, 0.145999, -2.920024], [1.651235, 0.666887, -4.016961], [2.047665, -0.138563, -5.062896], [1.759309, -1.496832, -5.027044], [1.110597, -2.039243, -3.929966], [0.727902, -1.239790, -2.860420], [-0.058477, -1.895371, -1.361559], [-0.321065, -3.646227, -1.956834], [-1.394314, -4.151983, -2.686526], [-1.470708, -5.503645, -2.968313], [-0.491601, -6.376506, -2.517367], [0.570504, -5.886843, -1.772618], [0.646977, -4.538091, -1.492208], [-1.793017, -1.342793, -1.515152], [-2.706458, -1.818434, -0.577843], [-4.033014, -1.437772, -0.639412], [-4.464862, -0.571637, -1.631638], [-3.554575, -0.070190, -2.545385], [-2.227798, -0.459818, -2.495955], [1.841911, 1.731433, -4.031397], [2.553539, 0.287685, -5.922131], [2.041950, -2.138163, -5.851854], [0.923179, -3.103947, -3.901211], [-2.156948, -3.480375, -3.059173], [-2.294377, -5.886164, -3.559778], [-0.560928, -7.435650, -2.736982], [1.336756, -6.559528, -1.408573], [1.465646, -4.137237, -0.904399], [-2.367572, -2.488277, 0.198855], [-4.734133, -1.809840, 0.095282], [-5.511006, -0.294416, -1.700116], [-3.873271, 0.634764, -3.301636], [-1.529746, -0.075537, -3.224747]],
  "forces_ev_per_angstrom": [[0.208, 0.840, 0.382], [0.039, -0.316, 0.386], [-0.045, 0.376, -0.325], [-0.041, 0.033, -0.050], [-0.282, -0.385, 0.553], [0.393, -0.421, 0.364], [-0.386, 0.283, -0.125], [0.033, -0.034, -0.018], [0.415, 0.269, -0.359], [0.342, -0.355, -0.328], [-0.655, 0.485, 1.002], [0.812, -0.329, -1.105], [-0.348, 0.149, 0.224], [-0.008, -0.174, -0.267], [0.102, 0.043, -0.055], [0.120, -0.051, -0.129], [-0.227, 0.516, -0.118], [-0.236, -0.793, 0.057], [0.005, -0.019, 0.343], [0.157, 0.188, -0.039], [-0.111, -0.258, -0.157], [-0.014, -0.118, 0.000], [0.092, -0.271, -0.083], [-0.003, 0.256, -0.060], [0.047, 0.019, -0.229], [0.079, -0.022, -0.055], [-0.137, -0.066, 0.041], [-0.198, 0.066, -0.041], [-0.094, 0.071, -0.124], [-0.036, -0.086, 0.058], [-0.005, 0.086, 0.034], [0.062, 0.003, 0.007], [0.067, -0.049, -0.045], [-0.043, 0.011, -0.054], [-0.059, 0.050, 0.033], [-0.067, -0.006, 0.010], [-0.012, -0.005, -0.009], [0.021, -0.038, 0.026], [0.017, -0.052, 0.078], [0.060, -0.002, 0.147], [-0.045, -0.054, 0.054], [0.013, 0.067, 0.078], [-0.056, 0.018, -0.082], [0.025, 0.077, -0.023]],
  "orbital_gap_ev": 4.88,
  "total_charge": -2,
  "largest_force_ev_per_a": 1.4,
  "multiplicity": 1,
  "homo_energy_ev": -0.30,
  "energy_ha": -3067.10398
}



Entry 3:
{
  "formula": "C22H14CaClFN2O",
  "method": "wB97M-V/def2-TZVPD",
  "symbols": ["Ca", "Cl", "C", "C", "C", "C", "O", "C", "C", "N", "C", "C", "C", "C", "C", "C", "C", "C", "N", "C", "C", "H", "H", "H", "H", "H", "H", "H", "H", "H", "H", "F", "C", "C", "C", "C", "C", "C", "H", "H", "H", "H"],
  "positions_angstrom": [[1.645404, 0.276495, -0.725633], [-3.775237, -0.186303, -5.592505], [-2.288417, 0.029491, -4.706523], [-1.060994, -0.269637, -5.322442], [0.114390, -0.097458, -4.645329], [0.150412, 0.381866, -3.311571], [1.284281, 0.548781, -2.710679], [-1.109408, 0.663774, -2.693432], [-1.284759, 1.121768, -1.337257], [-0.356592, 1.318760, -0.462469], [-0.636839, 1.719454, 0.868797], [-1.874580, 1.993985, 1.379755], [-2.066045, 2.337132, 2.734423], [-1.011381, 2.403937, 3.590493], [0.291078, 2.135412, 3.110187], [1.422902, 2.185368, 3.953769], [2.660977, 1.922309, 3.456951], [2.772374, 1.602343, 2.093098], [1.751565, 1.545992, 1.269046], [0.492309, 1.804155, 1.756129], [-2.305771, 0.480836, -3.424418], [-1.058184, -0.638712, -6.340413], [1.064667, -0.324036, -5.110564], [-2.329042, 1.289382, -1.067602], [-2.744680, 1.947828, 0.739139], [-3.068238, 2.541917, 3.088158], [-1.150359, 2.658085, 4.633770], [1.286053, 2.433041, 5.000074], [3.542874, 1.945754, 4.081731], [3.748393, 1.380403, 1.674352], [-3.253884, 0.701616, -2.947303], [0.124065, -5.646830, 1.500745], [0.513189, -4.434597, 1.024183], [-0.127510, -3.304815, 1.477438], [0.290632, -2.069847, 0.974831], [1.327326, -1.906631, 0.034114], [1.917921, -3.121304, -0.371903], [1.536088, -4.375005, 0.101824], [-0.929532, -3.397029, 2.201072], [-0.240089, -1.196062, 1.360237], [2.723861, -3.110725, -1.103768], [2.010779, -5.290893, -0.230507]],
  "forces_ev_per_angstrom": [[1.465, -0.347, 0.733], [0.086, 0.004, 0.037], [0.078, -0.083, -0.218], [-0.115, -0.010, -0.051], [0.004, 0.022, -0.046], [0.189, 0.184, 0.133], [-0.740, 0.198, -1.759], [-0.077, 0.035, 0.192], [-0.001, 0.020, -0.115], [-0.470, 0.296, 0.336], [0.238, -0.097, -0.180], [-0.273, 0.076, 0.048], [-0.086, -0.006, -0.104], [0.051, 0.000, 0.037], [0.022, 0.041, 0.074], [-0.084, 0.048, 0.130], [0.103, -0.017, -0.028], [-0.119, 0.026, -0.062], [-0.237, 0.336, 0.663], [0.126, -0.027, -0.223], [-0.051, 0.060, 0.178], [0.002, 0.007, 0.017], [-0.021, 0.001, -0.015], [-0.037, 0.032, -0.030], [-0.010, -0.002, 0.033], [0.012, -0.007, -0.023], [0.017, -0.004, -0.012], [-0.011, -0.004, -0.019], [-0.012, 0.000, -0.029], [0.010, -0.011, -0.011], [0.021, -0.006, -0.011], [0.013, 0.018, -0.015], [-0.018, -0.082, 0.027], [-0.006, 0.154, -0.021], [0.071, -0.062, 0.012], [-0.139, -0.960, 0.347], [-0.027, 0.016, 0.034], [0.018, 0.089, -0.026], [0.027, 0.016, -0.027], [0.003, -0.003, -0.013], [-0.014, 0.012, 0.009], [-0.007, 0.036, 0.001]],
  "orbital_gap_ev": 6.73,
  "largest_force_ev_per_a": 1.9,
  "multiplicity": 1,
  "homo_energy_ev": -7.73,
  "energy_ha": -2269.22775
}